[1]
Density functional theory data (ωB97M-V/def2-TZVPD) for an isolated molecule of C14H14N4O4S.

ORCA input file:
```
! RIJCOSX wB97M-V def2-TZVPD def2/J DEFGRID3
* xyz 0 1
C -6.7163 -0.6951 0.3893
O -5.9369 0.4520 0.6302
C -4.6028 0.4073 0.3854
C -3.8979 1.5812 0.6515
C -2.5357 1.6267 0.4490
C -1.8651 0.5140 -0.0277
N -0.4575 0.5401 -0.2237
C 0.1669 1.3793 -1.1300
O -0.3909 2.1885 -1.8166
C 1.6539 1.0864 -1.0716
C 1.7887 -0.0819 -0.1103
S 2.9354 0.2347 1.2815
C 4.4100 -0.0912 0.4286
N 4.5260 -0.4499 -0.8336
C 5.8596 -0.5810 -0.9971
N 6.5620 -0.3247 0.0760
N 5.6344 -0.0090 0.9941
C 0.3888 -0.3224 0.4387
O 0.0719 -1.1009 1.2930
C -2.5616 -0.6631 -0.3264
O -1.8235 -1.6789 -0.8415
C -2.4426 -2.9232 -1.0631
C -3.9330 -0.7103 -0.1045
H -6.6932 -0.9834 -0.6665
H -7.7338 -0.4205 0.6628
H -6.3927 -1.5389 1.0071
H -4.4383 2.4366 1.0205
H -1.9816 2.5281 0.6564
H 2.0372 0.8602 -2.0664
H 2.1736 1.9785 -0.7167
H 2.1646 -0.9877 -0.5892
H 6.2988 -0.8690 -1.9290
H 5.8880 0.2326 1.9382
H -3.2234 -2.8529 -1.8276
H -1.6526 -3.5834 -1.4166
H -2.8643 -3.3289 -0.1389
H -4.4754 -1.6145 -0.3224
*
```

Computed properties:
HOMO level: -8.402 eV
Gap between HOMO and LUMO: 8.927 eV
SMILES string: COc1ccc(N2C(=O)C[C@@H](Sc3ncn[nH]3)C2=O)c(OC)c1

---

[2]
Density functional theory data (ωB97M-V/def2-TZVPD) for an isolated molecule of C9H12INO at a distorted geometry.

ORCA input file:
```
! RIJCOSX wB97M-V def2-TZVPD def2/J DEFGRID3
* xyz 0 1
C 0.0255 2.6879 2.1113
C 0.1405 1.7134 1.1652
O 0.2308 0.3843 1.5620
C 0.1054 -0.5417 0.4523
C -1.3604 -0.5629 0.0450
C 0.6162 -1.9653 0.7493
C 0.9260 0.1725 -0.6631
C 0.6474 -0.2466 -2.0430
I 3.0082 0.1433 -0.0260
C 0.3932 1.8692 -0.2993
C -0.6550 2.4117 -1.0936
N -1.5587 2.8436 -1.6550
H 0.0463 2.3253 3.1048
H -0.1776 3.7055 1.8655
H -1.5581 -1.4857 -0.5150
H -1.5787 0.3356 -0.3361
H -2.0479 -0.7435 0.8057
H 0.0089 -2.5053 1.5274
H 1.7200 -1.9151 1.0301
H 0.4571 -2.5904 -0.1453
H 1.5880 -0.2545 -2.5995
H -0.1357 0.2108 -2.5658
H 0.2140 -1.3233 -2.1651
H 1.2656 2.5788 -0.2603
*
```

Computed properties:
HOMO level: -8.978 eV
Gap between HOMO and LUMO: 9.103 eV
SMILES string: C=C1OC(C)(C)[C@](C)(I)[C@H]1C#N

---

[3]
Density functional theory data (ωB97M-V/def2-TZVPD) for a structure of composition C15H16N5O4PdS2.

ORCA input file:
```
! RIJCOSX wB97M-V def2-TZVPD def2/J DEFGRID3
* xyz 1 1
Pd 0.9760 -0.4455 -0.8481
C 1.7029 4.3324 -2.8475
S 2.7623 3.8407 -1.4767
C 2.2427 2.2200 -1.1370
S 0.8880 1.5132 -1.9849
N 2.9630 1.6133 -0.2425
N 2.5268 0.3428 0.0074
C 3.1242 -0.3726 0.8880
C 2.6041 -1.7167 1.1218
C 3.1182 -2.5738 2.0709
C 2.5154 -3.8152 2.2379
C 1.4301 -4.1504 1.4536
C 0.9686 -3.2344 0.5176
N 1.5462 -2.0552 0.3516
H 2.0259 5.3404 -3.1014
H 0.6565 4.3567 -2.5535
H 1.8457 3.6839 -3.7080
H 3.9716 0.0350 1.4266
H 3.9605 -2.2700 2.6762
H 2.8907 -4.5062 2.9800
H 0.9316 -5.1025 1.5598
H 0.1116 -3.4433 -0.1082
C -2.7466 2.3935 -0.4458
N -1.9824 1.5752 0.4970
C -1.3473 2.1275 1.5914
C -0.5991 1.3806 2.4123
C -0.4157 -0.0440 2.1492
O 0.3304 -0.7614 2.7790
N -1.1684 -0.5605 1.0724
C -1.8267 0.2476 0.3430
O -2.5251 -0.2548 -0.7452
H -2.6613 3.4295 -0.1321
H -3.7957 2.1049 -0.4434
H -2.3351 2.2937 -1.4476
H -1.4946 3.1898 1.7221
H -0.0992 1.8204 3.2617
C -4.1715 -1.9877 -1.7139
O -2.7516 -2.0704 -2.0108
C -1.9279 -1.2265 -1.4858
O -0.7334 -1.2934 -1.7141
H -4.3311 -2.0837 -0.6436
H -4.6086 -2.8247 -2.2446
H -4.5717 -1.0485 -2.0850
*
```

Computed properties:
HOMO level: -11.235 eV
Gap between HOMO and LUMO: 7.458 eV

---

[4]
Density functional theory data (ωB97M-V/def2-TZVPD) for an isolated molecule of C22H19N3O3S at a distorted geometry.

ORCA input file:
```
! RIJCOSX wB97M-V def2-TZVPD def2/J DEFGRID3
* xyz 0 1
C 1.3213 -6.5966 -1.9486
C 2.1245 -5.5617 -1.1243
C 3.4706 -5.3505 -1.8695
C 2.3173 -6.2648 0.3077
O 3.3827 -6.2427 0.9191
O 1.2488 -6.6963 1.0027
C 1.3672 -4.3074 -1.0396
C 0.5155 -3.8825 -2.0817
C -0.0867 -2.6080 -1.9684
C -0.1082 -1.8692 -0.7454
C -0.9612 -0.6821 -0.6412
O -1.4123 -0.0601 -1.5786
N -1.1879 -0.1934 0.5693
C -1.5906 1.1497 0.8538
C -1.8670 2.1896 -0.0552
N -1.9203 3.3217 0.7402
C -1.8102 4.6901 0.3298
C -1.7942 5.7025 1.2665
C -1.5411 7.1359 0.9082
C -0.3017 7.3573 0.1396
C -0.2159 8.7154 -0.1584
S -1.4824 9.6680 0.5599
C -2.1976 8.2856 1.2798
C -1.9052 5.3850 2.7041
C -1.8739 3.9971 3.0664
C -1.6873 2.9414 2.0509
N -1.4690 1.6360 2.1797
C 0.5780 -2.4724 0.3685
C 1.2873 -3.6225 0.1823
H 0.3426 -6.6324 -1.4166
H 1.1643 -6.2236 -2.9867
H 1.7733 -7.5874 -1.9528
H 4.1602 -6.0975 -1.5452
H 3.4102 -5.3770 -2.9326
H 3.9162 -4.4852 -1.5414
H 1.6689 -6.8928 1.8414
H 0.4629 -4.4791 -2.9955
H -0.7283 -2.4473 -2.8861
H -0.8264 -0.6618 1.4589
H -1.8904 2.0815 -1.1089
H -1.8996 5.0088 -0.7237
H 0.3294 6.6166 -0.3740
H 0.4926 9.2377 -0.8180
H -3.0792 8.2671 1.9473
H -2.0751 6.1683 3.4471
H -1.9156 3.5585 4.0674
H 0.5873 -1.9344 1.2826
H 1.9063 -3.8851 1.0197
*
```

Computed properties:
HOMO level: -8.081 eV
Gap between HOMO and LUMO: 8.184 eV
SMILES string: CC(C)(C(=O)O)c1ccc(C(=O)Nc2cn3cc(-c4ccsc4)ccc3n2)cc1

---

[5]
Density functional theory data (ωB97M-V/def2-TZVPD) for a structure of composition C19H16INNiO8S2.

ORCA input file:
```
! RIJCOSX wB97M-V def2-TZVPD def2/J DEFGRID3
* xyz -2 1
Ni 0.2772 -0.6049 0.6453
I 0.8503 2.3466 1.7083
C 2.8063 1.6209 1.5085
C 3.7726 2.4430 2.0237
C 5.1381 2.1241 1.8909
C 5.4969 0.9981 1.2160
C 4.5176 0.1286 0.6725
C 4.9359 -1.0194 -0.0379
C 4.0062 -1.8666 -0.5663
C 2.6338 -1.6188 -0.3789
C 2.1530 -0.5307 0.3230
C 3.1198 0.3973 0.8341
H 3.4831 3.3561 2.5264
H 5.8864 2.7860 2.3118
H 6.5425 0.7407 1.0792
H 6.0002 -1.2024 -0.1484
H 4.3187 -2.7485 -1.1164
H 1.9278 -2.3326 -0.7826
N -2.9948 -3.6569 0.9009
C -2.1707 -3.2758 -0.2534
C -0.8695 -4.0778 -0.2535
O -0.9617 -5.2304 0.4375
O 0.1256 -3.7593 -0.8450
H -3.9489 -3.3470 0.7712
H -2.6160 -3.1498 1.7151
H -1.8316 -5.1426 0.9016
H -1.9141 -2.2105 -0.2868
H -2.6890 -3.5363 -1.1798
O -4.7490 4.6143 -3.2512
C -4.5556 4.0416 -2.0193
O -5.2673 4.4075 -1.1169
C -3.4624 3.0622 -1.9088
C -3.2126 2.4709 -0.6643
C -2.2107 1.5411 -0.4840
C -1.3880 1.1476 -1.5585
S -0.0953 0.0059 -1.4583
C -1.6435 1.7465 -2.8127
C -2.6462 2.6717 -2.9808
H -4.1029 4.2464 -3.8634
H -3.8376 2.7580 0.1719
H -2.0603 1.0784 0.4836
H -1.0198 1.4644 -3.6521
H -2.7687 3.0834 -3.9806
O -1.5503 -0.7757 1.3886
S -1.0272 -1.2073 2.7583
O 0.4688 -1.1845 2.4782
O -1.4832 -2.5575 3.0724
O -1.3840 -0.2459 3.7808
*
```

Computed properties:
HOMO level (alpha / beta): -1.968 / -1.968 eV
Gap between HOMO and LUMO (alpha / beta): 6.268 / 6.269 eV

---

The energy relative to the best compared isomer or geometry (same formula, charge and spin) results, record by record, are as follows: 0.000 0.763 0.264 3.707 0.000 eV.
The calculated total energy results, record by record, are as follows: -1460.0821 -777.7341 -2080.0240 -1637.8876 -3992.8764 a.u..